(1)
ORCA calculation (ωB97M-V/def2-TZVPD) on a molecular structure, C6H14N2 at a distorted geometry.

Summary:
**Frontier orbital gap**: 9.95 eV

Each line ends with the Mulliken charge.
Cartesian coordinates (Å):
C: 0.1424 1.8287 -0.8974  -1.5673
C: 0.0642 0.2512 -0.7667  2.0632
C: 1.4019 -0.4432 -1.2272  -1.4955
C: -0.4868 -0.3247 0.5811  0.3615
C: -1.7676 -0.8535 0.6184  -1.0701
C: 0.2820 -0.0418 1.6986  -1.2885
H: -0.7617 2.2470 -0.2451  0.3396
H: 1.1385 2.4296 -0.3450  0.2722
H: -0.0131 2.0735 -2.0438  0.4553
H: 1.5992 0.1638 -2.1211  0.4413
H: 2.0311 -0.3886 -0.3262  0.3521
H: 1.1012 -1.4878 -1.4674  0.3165
H: -1.8202 -0.9110 -1.5343  0.3287
H: -1.6511 1.0547 -2.0365  0.2704
H: -2.2528 -1.1846 1.6380  0.2374
H: -2.3926 -1.0924 -0.2525  0.1033
H: -0.1717 0.0018 2.6688  0.5407
H: 0.6829 1.1108 1.8182  0.1927
H: 1.5788 -1.4843 1.0534  0.3152
H: 0.8516 -1.8472 2.8947  0.2775
N: -0.9756 0.0182 -1.9066  -0.8240
N: 1.4194 -1.1201 2.1985  -0.6221

---

(2)
ORCA calculation (ωB97M-V/def2-TZVPD) on 2 unconnected molecules or ions with the total composition C6H14N2.

Summary:
**SMILES**: N/C=C/N.C=CCC
**Frontier orbital gap**: 9.27 eV

Each line ends with the Mulliken charge.
Cartesian coordinates (Å):
N: -0.1800 3.3560 -0.3978  -0.5727
C: 0.9456 2.7749 0.2706  -0.3246
C: 0.8299 1.6720 0.9888  -0.1449
N: 1.8821 0.9965 1.6230  -0.6344
H: -0.1444 3.1665 -1.3922  0.2098
H: -0.1832 4.3590 -0.2686  0.2525
H: 1.9207 3.2541 0.1496  0.3477
H: -0.1645 1.2633 1.1246  0.3764
H: 2.6393 0.7208 1.0149  0.2377
H: 1.5726 0.1925 2.1477  0.2646
C: -1.1797 -3.4688 0.6022  -0.7953
C: -1.2806 -2.5963 -0.3860  -0.1667
C: -0.9591 -1.1345 -0.2447  0.0442
C: -0.0451 -0.6672 -1.3814  -0.9343
H: -1.4196 -4.5129 0.4502  0.2618
H: -0.8556 -3.1922 1.5998  0.2300
H: -1.6137 -2.9410 -1.3609  0.2702
H: -1.8712 -0.5329 -0.2407  0.2705
H: -0.4739 -1.0070 0.7234  0.0198
H: -0.4090 -1.0543 -2.3357  0.4188
H: 0.0303 0.4137 -1.4602  0.1133
H: 0.9594 -1.0625 -1.2268  0.2557

---

(3)
ORCA calculation (ωB97M-V/def2-TZVPD) on a single C6H14N2 molecule at a distorted geometry.

Summary:
**SMILES**: CC/C(=C\N)CCN
**Frontier orbital gap**: 8.73 eV

Each line ends with the Mulliken charge.
Cartesian coordinates (Å):
C: -2.2291 1.2208 0.6955  -1.0519
C: -1.4851 -0.1115 0.5458  -0.7594
C: -0.0061 0.0627 0.3070  0.4032
C: 0.9087 0.0649 1.2855  -0.2579
N: 0.7559 -0.2120 2.6440  -0.4699
C: 0.4355 0.4791 -1.0787  -0.8404
C: 0.6168 -0.7081 -2.0424  -0.6275
N: 1.9375 -1.3268 -2.0359  -0.6558
H: -3.2127 1.2100 0.2432  0.3338
H: -1.7191 2.0408 0.1640  0.2935
H: -2.1854 1.5511 1.7124  0.3218
H: -1.9229 -0.7053 -0.2573  0.2905
H: -1.5532 -0.6307 1.4940  0.3277
H: 1.9504 0.1978 1.0181  0.3094
H: -0.1197 -0.5652 2.9836  0.1766
H: 1.5890 -0.5560 3.0866  0.2251
H: 1.3980 0.9932 -1.0450  0.4121
H: -0.2041 1.2498 -1.5210  0.3481
H: -0.1190 -1.5010 -1.9284  0.3507
H: 0.4404 -0.3370 -3.0452  0.3505
H: 2.6567 -0.6139 -2.0775  0.2642
H: 2.0676 -1.8027 -1.1484  0.2556

---

(4)
ORCA calculation (ωB97M-V/def2-TZVPD) on a single C6H14N2 molecule at a distorted geometry.

Summary:
**SMILES**: C/C(=C\N)C[C@H](C)N
**Frontier orbital gap**: 8.71 eV

Each line ends with the Mulliken charge.
Cartesian coordinates (Å):
C: -0.6185 0.0155 -1.8917  -1.9673
C: -0.2094 -0.8504 -0.7581  0.8608
C: -1.0288 -1.8216 -0.3523  -0.2681
N: -2.2683 -2.2632 -0.9814  -0.4620
C: 0.9027 -0.3244 0.1262  -1.1447
C: 0.6313 1.1177 0.7709  0.8084
C: 1.9444 1.7956 1.2036  -1.5985
N: -0.3765 0.9488 1.7951  -0.5770
H: 0.0842 0.6892 -2.2153  0.4062
H: -1.0575 -0.5065 -2.6922  0.5355
H: -1.3966 0.7088 -1.4216  0.2774
H: -0.6452 -2.4751 0.4808  0.2572
H: -2.4912 -3.2752 -0.7827  0.2380
H: -2.4366 -1.7613 -1.8659  0.1882
H: 1.7521 -0.2585 -0.4718  0.4062
H: 1.1226 -0.9892 0.9663  0.3699
H: 0.2172 1.7399 -0.0936  0.1706
H: 1.8651 2.4810 2.1123  0.3523
H: 2.7984 1.1942 1.3827  0.3865
H: 2.4674 2.4144 0.5406  0.4457
H: -1.1911 0.5260 1.4592  0.1805
H: -0.0658 0.8943 2.6887  0.1342

---

(5)
ORCA calculation (ωB97M-V/def2-TZVPD) on a gas-phase ion, C6H14N2 (charge +1) at a distorted geometry.

Summary:
**Multiplicity**: 2
**Frontier orbital gap (alpha / beta)**: 4.19 / 5.47 eV
**Total charge**: +1

Each line ends with the Mulliken spin population.
Cartesian coordinates (Å):
N: -1.2011 1.5769 2.3843  0.8877
C: -1.7247 0.3468 1.7246  -0.0106
C: -1.4193 -0.1609 0.3091  -0.0012
C: -0.2553 -1.1277 0.6360  -0.0119
C: 0.9419 -0.2336 0.6410  0.0308
C: 1.5104 -0.0367 -0.6922  -0.0092
N: 0.6612 -0.5049 -1.7184  0.1253
C: 1.2132 -0.0038 -2.9406  -0.0015
H: -1.3828 2.2830 1.6735  -0.0159
H: -0.8974 -0.0093 2.3358  0.0242
H: -2.8029 0.2099 1.9575  0.0381
H: -2.2235 -0.7409 -0.2091  -0.0017
H: -0.9647 0.5221 -0.3538  0.0002
H: -0.4910 -1.6664 1.6536  -0.0019
H: -0.1107 -1.8632 -0.1847  -0.0067
H: 0.6213 0.7462 1.0224  -0.0415
H: 1.7709 1.0945 -0.7614  -0.0107
H: 2.6101 -0.4818 -0.8284  -0.0111
H: 1.8660 -0.7402 1.0985  -0.0035
H: 0.5351 -0.2174 -3.8163  0.0041
H: 1.4591 1.1240 -2.9182  0.0011
H: 2.1927 -0.4687 -3.3991  0.0159

---

(6)
ORCA calculation (ωB97M-V/def2-TZVPD) on 2 unconnected molecules or ions with the total composition C6H14N2O at a distorted geometry.

Summary:
**SMILES**: CN=C(C)C.C/N=C/O
**Frontier orbital gap (alpha / beta)**: 9.10 / 9.10 eV

Each line ends with the Mulliken charge.
Cartesian coordinates (Å):
C: 0.3470 -2.1293 0.8596  -1.0825
N: 0.2200 -1.1916 -0.2438  -0.3654
C: -0.8684 -0.4923 -0.4352  1.1312
C: -1.2186 0.0144 -1.8051  -1.2822
C: -1.8935 -0.3043 0.6471  -1.4675
H: 0.3346 -1.6182 1.8268  0.3782
H: -0.4442 -2.8810 0.8474  0.3548
H: 1.2947 -2.6614 0.7485  0.3231
H: -1.6229 1.0253 -1.7393  0.3152
H: -1.9960 -0.6392 -2.2198  0.3975
H: -0.3421 0.0170 -2.4508  0.2959
H: -2.4939 -1.2129 0.7524  0.3687
H: -1.4119 -0.1006 1.6056  0.3947
H: -2.5558 0.5258 0.3959  0.3916
C: 0.7434 2.2072 0.7567  -0.7824
N: 1.1577 1.4665 -0.4163  -0.5456
C: 1.7645 0.3090 -0.1515  0.0929
O: 2.5740 -0.1499 -1.1534  -0.4777
H: 1.0100 3.2625 0.6508  0.3288
H: 1.1659 1.8742 1.7177  0.2783
H: -0.3506 2.1782 0.8938  0.1772
H: 2.2166 0.0901 0.8328  0.3945
H: 2.3694 0.4104 -1.9199  0.3807

---

(7)
ORCA calculation (ωB97M-V/def2-TZVPD) on a molecular structure, C6H14N2O at a distorted geometry.

Summary:
**Frontier orbital gap**: 8.77 eV

Each line ends with the Mulliken charge.
Cartesian coordinates (Å):
C: 0.6184 -0.7456 1.0496  0.3285
C: -0.7652 2.2720 0.4243  -1.1002
C: 0.7739 1.6629 -1.3759  -1.1563
C: 1.7281 -1.5357 0.3928  -1.1446
N: -0.1905 1.1966 -0.3823  0.4616
C: -0.8422 -1.0516 -0.1487  0.5050
N: -1.7083 -2.1278 -0.2044  -0.5290
C: -1.0455 0.1335 -0.7455  -1.1068
O: 0.1658 -1.3044 2.2389  -0.5597
H: -0.6852 -1.7331 2.0495  0.3751
H: 1.0123 0.2272 1.3460  0.2404
H: -2.3097 -2.1785 -1.0233  0.2528
H: -1.2773 -3.0100 0.0474  0.2255
H: -1.8907 0.3906 -1.3825  0.3502
H: 0.0305 2.8794 0.8677  0.3172
H: -1.3978 2.9295 -0.1839  0.3281
H: 1.6430 2.0977 -0.8719  0.2792
H: 0.3362 2.4229 -2.0354  0.3646
H: 1.1195 0.8273 -1.9882  0.3378
H: -1.3594 1.8409 1.2325  0.3325
H: 2.6223 -1.5195 1.0311  0.3545
H: 1.4319 -2.5735 0.2350  0.2754
H: 1.9901 -1.1010 -0.5729  0.2682

---

(8)
ORCA calculation (ωB97M-V/def2-TZVPD) on a single C6H14N2O molecule.

Summary:
**SMILES**: CC(C)(N)CCC(N)=O
**Frontier orbital gap**: 10.01 eV

Each line ends with the Mulliken charge.
Cartesian coordinates (Å):
C: -1.6086 -1.3249 -0.6848  -1.9227
C: -1.2906 -0.0044 0.0194  1.8715
C: -1.3830 -0.1838 1.5367  -1.8157
N: -2.3334 0.9445 -0.3618  -0.7551
C: 0.1018 0.5288 -0.3912  -1.0224
C: 1.2777 -0.4169 -0.1263  -0.2990
C: 2.5464 0.2394 -0.6390  0.3893
N: 3.4073 0.6460 0.3257  -0.3762
O: 2.7751 0.4171 -1.8145  -0.6210
H: -1.4256 -1.2416 -1.7540  0.3753
H: -2.6581 -1.5622 -0.5316  0.4970
H: -1.0068 -2.1368 -0.2873  0.3764
H: -2.4072 -0.4287 1.8038  0.4580
H: -0.7332 -0.9851 1.8766  0.3640
H: -1.1059 0.7355 2.0485  0.3702
H: -2.3423 1.0741 -1.3678  0.2787
H: -2.1665 1.8488 0.0665  0.2635
H: 0.0893 0.7517 -1.4618  0.3070
H: 0.2800 1.4707 0.1386  0.3584
H: 1.1322 -1.3416 -0.6850  0.2553
H: 1.3623 -0.6466 0.9355  0.2259
H: 3.2300 0.5092 1.3038  0.1923
H: 4.2589 1.1064 0.0503  0.2294

---

Calculated molar mass (g/mol), listed in the same order as above: 114.19, 114.19, 114.19, 114.19, 114.19, 130.19, 130.19, 130.19
Calculated E (Eh), listed in the same order as above: -346.269973, -346.465022, -346.494862, -346.455411, -345.925988, -421.676565, -421.646147, -421.800273